117
Properties=species:S:1:pos:R:3:lowdin_charge:R:1 method="wB97M-V/def2-TZVPD" multiplicity=1 gap_ha=0.3524 total_charge=0 lumo_ha=0.014 homo_energy_ev=-9.222
C 7.925 -1.963 1.438 -0.15
C 7.683 -0.539 0.617 -0.25
C 6.072 -0.248 0.304 -0.20
C 5.396 0.814 1.378 -0.22
C 4.362 1.891 0.701 -0.22
C 3.102 1.229 -0.114 -0.20
C 2.116 0.280 0.841 -0.19
C 0.716 1.084 1.176 -0.22
C -0.603 0.512 0.389 -0.16
C -1.132 -0.868 1.170 -0.21
N -1.655 -1.926 0.223 -0.01
C -1.943 -3.245 0.949 -0.29
O -3.077 -3.891 0.662 -0.03
O -1.037 -3.818 1.997 -0.03
H 6.889 -2.315 1.882 0.07
H 8.292 -2.779 0.660 0.07
H 8.669 -1.845 2.351 0.05
H 8.198 0.350 1.194 0.09
H 8.300 -0.657 -0.396 0.10
H 5.952 0.128 -0.798 0.06
H 5.526 -1.287 0.503 0.11
H 6.311 1.450 1.806 0.10
H 4.943 0.240 2.316 0.11
H 4.968 2.580 -0.046 0.10
H 3.882 2.591 1.539 0.12
H 3.400 0.688 -1.117 0.11
H 2.406 2.142 -0.442 0.11
H 1.794 -0.676 0.203 0.11
H 2.680 -0.088 1.812 0.10
H 0.797 2.261 1.025 0.09
H 0.529 0.932 2.344 0.11
H -1.460 1.334 0.497 0.08
H -0.461 0.351 -0.765 0.12
H -0.201 -1.316 1.730 0.11
H -1.944 -0.613 1.997 0.14
H -1.019 -2.078 -0.596 0.11
H -1.163 -3.282 2.857 0.13
N 6.669 2.860 -2.726 0.16
C 6.015 1.785 -3.201 -0.70
N 5.383 1.988 -4.371 0.15
O 5.995 0.713 -2.618 0.01
H 6.697 3.751 -3.192 0.10
H 7.158 2.750 -1.847 0.11
H 4.878 1.204 -4.764 0.12
H 5.387 2.864 -4.867 0.10
N -2.158 -3.448 -5.015 0.15
C -1.799 -2.831 -3.875 -0.72
N -2.222 -3.441 -2.753 0.18
O -1.143 -1.801 -3.860 0.01
H -2.698 -4.296 -5.048 0.10
H -1.860 -3.022 -5.883 0.11
H -1.973 -3.009 -1.873 0.06
H -2.763 -4.289 -2.745 0.09
N -6.539 -3.733 -0.475 0.16
C -7.356 -4.778 -0.249 -0.73
N -6.826 -5.745 0.522 0.15
O -8.485 -4.844 -0.708 0.01
H -5.606 -3.661 -0.106 0.08
H -6.899 -2.983 -1.051 0.11
H -7.408 -6.549 0.716 0.11
H -5.898 -5.708 0.909 0.09
N -4.457 -8.734 -1.832 0.15
C -3.672 -7.685 -1.524 -0.72
N -3.488 -7.493 -0.206 0.16
O -3.168 -6.967 -2.373 0.01
H -4.881 -9.337 -1.148 0.10
H -4.621 -8.914 -2.814 0.11
H -2.904 -6.714 0.069 0.10
H -3.895 -8.074 0.508 0.10
N 12.629 -2.567 3.302 0.15
C 11.535 -2.777 2.548 -0.71
N 11.790 -3.047 1.255 0.16
O 10.402 -2.725 3.001 0.01
H 13.570 -2.605 2.948 0.10
H 12.481 -2.361 4.282 0.11
H 10.994 -3.211 0.653 0.11
H 12.716 -3.093 0.865 0.10
N -4.960 3.400 2.060 0.15
C -3.997 2.785 1.350 -0.71
N -4.408 2.278 0.173 0.18
O -2.844 2.695 1.741 0.00
H -5.915 3.485 1.754 0.09
H -4.693 3.796 2.952 0.11
H -3.714 1.807 -0.392 0.11
H -5.353 2.343 -0.166 0.04
N -7.196 1.518 -3.507 0.15
C -7.517 1.401 -2.206 -0.69
N -8.592 0.630 -1.962 0.17
O -6.885 1.951 -1.318 0.00
H -7.705 1.072 -4.252 0.10
H -6.394 2.090 -3.734 0.11
H -8.868 0.516 -0.995 0.06
H -9.126 0.169 -2.680 0.10
N -0.245 4.724 2.833 0.17
C 0.666 5.228 1.980 -0.71
N 1.319 6.312 2.436 0.16
O 0.882 4.741 0.882 0.01
H -0.437 5.112 3.741 0.10
H -0.759 3.908 2.528 0.08
H 2.013 6.723 1.825 0.08
H 1.154 6.728 3.338 0.10
N 2.950 6.800 -1.105 0.17
C 3.510 7.978 -0.778 -0.72
N 4.251 8.535 -1.753 0.14
O 3.357 8.500 0.315 0.02
H 3.063 6.354 -2.000 0.10
H 2.383 6.347 -0.400 0.08
H 4.690 9.423 -1.547 0.11
H 4.388 8.120 -2.659 0.09
N -11.045 0.243 2.738 0.15
C -10.134 0.747 1.886 -0.70
N -9.481 1.831 2.342 0.16
O -9.918 0.260 0.787 0.02
H -11.237 0.631 3.647 0.10
H -11.559 -0.573 2.434 0.12
H -8.787 2.242 1.731 0.11
H -9.646 2.247 3.243 0.10


60
Properties=species:S:1:pos:R:3:lowdin_charge:R:1 method="wB97M-V/def2-TZVPD" multiplicity=1 gap_ha=0.2946 total_charge=+2 lumo_ha=-0.206 homo_energy_ev=-13.630 relative_energy_kcal_mol=7.08
Zr 0.970 0.319 0.437 1.84
C -0.606 1.992 2.718 -0.06
N 0.003 0.691 2.409 -0.39
C 1.101 0.461 3.376 -0.04
C -1.031 -0.363 2.519 -0.15
C -0.462 -1.747 2.126 -0.16
N 0.694 -1.525 1.270 -0.20
C 1.668 -2.455 1.167 -0.19
C 2.896 -2.048 0.609 -0.08
F 2.936 -0.671 0.220 -0.06
C 4.001 -2.863 0.443 -0.21
F 5.105 -2.368 -0.111 0.13
C 3.938 -4.184 0.848 0.10
C 2.745 -4.637 1.401 -0.19
F 2.645 -5.898 1.791 0.15
C 1.637 -3.816 1.555 -0.12
F 0.505 -4.334 2.063 0.11
H -0.906 2.038 3.772 0.12
H -1.496 2.149 2.105 0.09
H 0.103 2.801 2.525 0.10
H 0.709 0.428 4.403 0.12
H 1.828 1.281 3.309 0.11
H 1.618 -0.486 3.176 0.10
H -1.855 -0.096 1.844 0.11
H -1.423 -0.403 3.544 0.15
H -1.236 -2.328 1.602 0.14
H -0.188 -2.311 3.026 0.13
H 4.781 -4.845 0.738 0.15
N 2.283 1.138 -1.853 0.03
C 2.396 2.563 -1.440 -0.09
C 1.666 2.394 -0.128 -0.64
O 0.399 2.295 -0.158 -0.11
O 2.272 1.896 0.855 -0.05
H 3.213 0.741 -1.993 0.12
H 1.795 1.059 -2.747 0.11
H 1.880 3.243 -2.121 0.14
H 3.426 2.885 -1.292 0.14
C -1.925 2.920 -2.271 0.01
N -3.022 2.055 -1.809 -0.19
C -4.148 2.849 -1.294 0.02
C -2.537 1.064 -0.803 -0.11
C -1.776 -0.059 -1.481 -0.25
C -2.459 -0.814 -2.437 -0.04
C -1.829 -1.854 -3.090 -0.04
C -0.502 -2.131 -2.798 -0.05
C 0.173 -1.373 -1.852 -0.13
C -0.436 -0.313 -1.144 -0.21
H -2.271 3.583 -3.063 0.12
H -1.111 2.302 -2.646 0.11
H -1.550 3.517 -1.440 0.11
H -3.349 1.505 -2.616 0.17
H -3.833 3.395 -0.407 0.12
H -4.985 2.203 -1.034 0.12
H -4.491 3.561 -2.042 0.12
H -3.412 0.663 -0.284 0.14
H -1.886 1.593 -0.095 0.10
H -3.502 -0.622 -2.655 0.12
H -2.366 -2.454 -3.805 0.12
H -0.006 -2.949 -3.299 0.12
H 1.216 -1.636 -1.646 0.09


106
Properties=species:S:1:pos:R:3:lowdin_charge:R:1 method="wB97M-V/def2-TZVPD" multiplicity=1 gap_ha=0.1872 total_charge=+2 lumo_ha=-0.273 homo_energy_ev=-12.518 relative_energy_kcal_mol=0.41
Ti 0.267 -1.269 -1.673 0.89
C 0.337 -4.662 -4.666 -0.03
C -0.802 -3.693 -4.340 -0.33
C -0.289 -2.248 -4.243 -0.09
C -1.637 -4.142 -3.153 -0.14
C -2.811 -4.849 -3.376 -0.01
C -3.595 -5.272 -2.313 -0.03
C -3.230 -4.982 -1.009 0.00
C -2.067 -4.271 -0.729 -0.13
C -1.705 -3.877 0.689 -0.37
C -1.948 -4.991 1.705 -0.05
C -2.481 -2.611 1.070 -0.05
C -1.288 -3.886 -1.823 -0.15
N -0.072 -3.153 -1.598 -0.07
C 1.112 -3.750 -1.422 -0.01
C 2.266 -2.991 -1.473 -0.27
C 3.612 -3.318 -1.287 0.07
C 4.338 -2.150 -1.448 0.05
C 3.442 -1.107 -1.720 -0.18
N 2.176 -1.594 -1.752 -0.01
C 3.735 0.355 -1.916 -0.53
C 3.099 1.132 -0.752 -0.03
C 3.142 0.821 -3.252 -0.02
C 5.245 0.594 -1.918 -0.04
H 0.835 -4.368 -5.591 0.09
H -0.042 -5.675 -4.795 0.10
H 1.093 -4.683 -3.878 0.07
H -1.487 -3.706 -5.190 0.14
H 0.717 -2.196 -3.784 0.06
H -1.033 -1.621 -3.732 0.00
H -0.149 -1.798 -5.227 0.11
H -3.114 -5.068 -4.392 0.13
H -4.505 -5.825 -2.505 0.12
H -3.863 -5.310 -0.196 0.12
H -0.640 -3.632 0.723 0.11
H -3.010 -5.208 1.821 0.08
H -1.572 -4.687 2.682 0.09
H -1.444 -5.914 1.418 0.09
H -3.550 -2.823 1.129 0.10
H -2.347 -1.824 0.323 0.05
H -2.150 -2.233 2.040 0.09
H 1.150 -4.824 -1.256 0.18
H 3.994 -4.304 -1.074 0.14
H 5.407 -2.048 -1.376 0.13
H 2.010 1.033 -0.746 0.05
H 3.329 2.195 -0.848 0.09
H 3.479 0.780 0.209 0.11
H 2.056 0.699 -3.282 0.04
H 3.573 0.271 -4.090 0.10
H 3.359 1.880 -3.399 0.10
H 5.700 0.305 -0.970 0.10
H 5.442 1.655 -2.069 0.10
H 5.737 0.048 -2.724 0.10
Se -2.526 2.601 3.073 0.42
P -0.522 1.987 3.182 0.54
C -0.042 1.134 4.689 -0.36
C -1.012 0.468 5.432 -0.10
C -0.641 -0.227 6.572 -0.06
C 0.688 -0.251 6.970 -0.06
C 1.654 0.423 6.234 -0.06
C 1.293 1.116 5.091 -0.07
C 0.681 3.303 2.899 -0.37
C 0.498 4.492 3.603 -0.08
C 1.413 5.522 3.466 -0.05
C 2.504 5.376 2.619 -0.06
C 2.683 4.196 1.910 -0.07
C 1.777 3.155 2.055 -0.09
C -0.166 0.759 1.875 -0.36
C -0.549 0.717 0.552 -0.41
N -0.045 -0.453 0.072 -0.24
N 0.617 -1.088 1.050 0.01
N 0.552 -0.379 2.125 0.09
P -1.326 1.791 -0.648 0.81
Se -0.979 0.657 -2.560 0.63
C -3.076 1.931 -0.453 -0.41
C -3.730 2.972 -1.113 -0.07
C -5.109 3.060 -1.028 -0.04
C -5.820 2.116 -0.298 -0.03
C -5.162 1.079 0.353 -0.05
C -3.785 0.981 0.281 -0.12
C -0.507 3.367 -0.735 -0.35
C 0.553 3.570 -1.622 -0.10
C 1.233 4.773 -1.604 -0.05
C 0.863 5.766 -0.704 -0.04
C -0.196 5.566 0.170 -0.04
C -0.892 4.368 0.159 -0.08
H -2.050 0.518 5.129 0.07
H -1.392 -0.738 7.159 0.11
H 0.972 -0.786 7.866 0.11
H 2.686 0.415 6.557 0.11
H 2.044 1.652 4.525 0.11
H -0.364 4.609 4.249 0.10
H 1.277 6.440 4.023 0.12
H 3.219 6.182 2.516 0.12
H 3.537 4.082 1.255 0.11
H 1.933 2.228 1.516 0.08
H -3.173 3.711 -1.676 0.12
H -5.628 3.868 -1.526 0.12
H -6.896 2.193 -0.229 0.12
H -5.723 0.361 0.934 0.12
H -3.264 0.204 0.824 0.08
H 0.831 2.804 -2.335 0.06
H 2.044 4.946 -2.300 0.12
H 1.396 6.707 -0.694 0.12
H -0.486 6.343 0.864 0.12
H -1.706 4.202 0.854 0.06


33
Properties=species:S:1:pos:R:3:lowdin_charge:R:1 method="wB97M-V/def2-TZVPD" multiplicity=2 gap_ha="0.2229 / 0.1800" total_charge=-1 lumo_ha="0.077 / 0.036" homo_energy_ev="-3.974 / -3.922" relative_energy_kcal_mol=2.24
Hg -0.538 -0.821 -0.013 0.33
Se 0.764 -0.818 2.281 -0.14
Se -0.523 -2.463 3.359 -0.35
Te -2.849 -2.158 2.688 0.17
Se -2.059 -1.394 -1.775 -0.42
I -1.627 5.927 -1.802 0.79
C -1.676 3.935 -1.288 -0.80
C -2.603 2.996 -1.689 -0.16
N -2.226 1.838 -1.123 -0.06
N -1.117 1.953 -0.402 -0.02
C -0.759 3.226 -0.488 -0.23
H -3.471 3.076 -2.321 0.11
H -2.567 0.872 -1.292 -0.06
H 0.116 3.596 0.024 0.10
O 2.952 -3.518 1.474 -0.08
C 4.103 -2.737 1.722 -0.28
N 5.093 -2.945 0.697 0.10
C 5.246 -2.235 -0.461 -0.44
O 6.124 -2.497 -1.264 0.06
C 4.319 -1.075 -0.674 -0.13
C 4.841 0.164 -1.016 -0.01
C 3.971 1.224 -1.207 -0.05
C 2.609 0.995 -1.066 -0.13
N 2.103 -0.202 -0.785 0.02
C 2.942 -1.214 -0.602 -0.12
H 2.189 -3.048 1.851 -0.01
H 4.552 -3.022 2.674 0.12
H 3.847 -1.680 1.762 0.10
H 5.642 -3.790 0.736 0.15
H 5.912 0.281 -1.123 0.12
H 4.336 2.210 -1.460 0.10
H 1.889 1.799 -1.181 0.10
H 2.495 -2.177 -0.390 0.11


These records have DFT total energy values of -2890.90767 -1632.54692 -8428.80925 -8680.72806 Eh, in the order they appear.